Entry 1:
C19H34CrF6OP2 as an isolated structure at a distorted geometry, computed with ωB97M-V/def2-TZVPD.

<S²> = 6.034
Multiplicity = 5
E = -3145.9418 Eh
Lowest unoccupied orbital energy (alpha / beta) = 0.250 / 0.202 eV
Kohn-Sham gap (alpha / beta) = 7.247 / 8.067 eV
HOMO energy (alpha / beta) = -7.00 / -7.87 eV

Geometry as XYZ:
```
63
Properties=species:S:1:pos:R:3:nbo_charge:R:1
P 0.062 -1.508 -1.937 0.975
P 0.025 1.596 -1.859 0.903
C -0.166 -0.634 -3.530 -0.734
C 0.324 0.816 -3.481 -0.722
H -1.236 -0.694 -3.780 0.238
H 0.366 -1.199 -4.304 0.242
H 1.413 0.860 -3.650 0.237
H -0.160 1.411 -4.266 0.256
C -1.663 2.231 -1.854 -0.949
H -1.841 2.727 -0.885 0.279
H -2.383 1.409 -1.971 0.242
H -1.773 2.953 -2.675 0.222
C 1.099 2.989 -1.550 -0.957
H 1.046 3.699 -2.387 0.228
H 2.130 2.634 -1.418 0.244
H 0.769 3.485 -0.629 0.280
C -0.984 -2.973 -1.877 -0.955
H -0.702 -3.586 -1.007 0.267
H -0.858 -3.555 -2.798 0.227
H -2.035 -2.673 -1.773 0.250
C 1.782 -2.105 -1.998 -0.945
H 2.481 -1.264 -1.931 0.242
H 1.938 -2.646 -2.943 0.222
H 1.964 -2.778 -1.152 0.259
Cr -0.149 0.024 -0.149 0.852
C 0.547 1.729 -6.993 -0.191
C -0.770 1.776 -6.762 -0.183
C -1.823 1.011 -7.506 -0.439
C -1.414 -0.363 -8.089 -0.445
C -0.735 -1.292 -7.125 -0.195
C 0.576 -1.357 -6.859 -0.173
C 1.651 -0.538 -7.506 -0.442
C 1.257 0.874 -8.002 -0.446
C 0.151 -1.724 0.969 -1.167
H 1.227 2.400 -6.450 0.202
H -1.170 2.487 -6.030 0.202
H -2.218 1.619 -8.338 0.224
H -2.674 0.861 -6.824 0.209
H -2.352 -0.864 -8.378 0.218
H -0.835 -0.226 -9.010 0.208
H -1.428 -2.002 -6.657 0.202
H 0.951 -2.125 -6.171 0.197
H 2.080 -1.084 -8.364 0.224
H 2.477 -0.436 -6.784 0.207
H 2.203 1.395 -8.225 0.218
H 0.707 0.803 -8.947 0.209
H 0.958 -1.430 1.666 0.201
H 0.403 -2.681 0.491 0.165
H -0.780 -1.852 1.561 0.215
C 1.181 1.980 2.499 -0.651
C -0.343 1.957 2.337 0.136
O -0.838 1.288 1.273 -0.893
C -0.937 1.346 3.689 0.949
F -0.530 2.057 4.793 -0.342
F -2.277 1.262 3.713 -0.312
F -0.453 0.075 3.853 -0.334
C -0.864 3.461 2.259 0.954
F -0.328 4.261 3.234 -0.335
F -0.474 4.013 1.065 -0.354
F -2.205 3.578 2.305 -0.315
H 1.565 0.953 2.552 0.231
H 1.426 2.512 3.422 0.237
H 1.646 2.484 1.643 0.213
```

Entry 2:
A 11-piece molecular cluster, C20H54N8O22 overall at a distorted geometry, computed with ωB97M-V/def2-TZVPD.

ΔE to the lowest compared entry with this formula, charge and spin = 2.836 eV
SMILES string = C[N+](=O)[O-].C[N+](=O)[O-].C[N+](=O)[O-].C[N+](=O)[O-].C[N+](=O)[O-].C[N+](=O)[O-].C[N+](=O)[O-].C[N+](=O)[O-].COCCOC.COCCOC.COCCOC
E = -2886.7173 Eh
Lowest unoccupied orbital energy = -0.221 eV
Kohn-Sham gap = 9.425 eV
HOMO energy = -9.65 eV

Geometry as XYZ:
```
104
Properties=species:S:1:pos:R:3:lowdin_charge:R:1
C -3.807 8.255 -6.119 0.056
N -2.751 9.216 -6.669 -0.413
O -2.978 10.439 -6.526 0.029
O -1.731 8.776 -7.194 0.046
H -3.404 7.781 -5.224 0.095
H -4.008 7.548 -6.925 0.097
H -4.641 8.894 -5.829 0.091
C -8.245 0.952 -9.239 0.030
N -7.662 2.282 -9.101 -0.462
O -8.067 3.147 -9.868 0.059
O -6.774 2.403 -8.274 0.061
H -9.166 0.986 -8.656 0.109
H -7.543 0.251 -8.787 0.098
H -8.289 0.766 -10.312 0.104
C -5.981 -3.884 4.566 0.031
N -4.726 -4.660 4.457 -0.462
O -4.698 -5.545 5.268 0.069
O -3.920 -4.368 3.586 0.066
H -5.671 -2.866 4.331 0.097
H -6.303 -3.985 5.602 0.096
H -6.767 -4.243 3.902 0.104
C -0.926 5.969 1.399 0.045
N -2.225 6.735 1.440 -0.458
O -2.180 7.781 1.967 0.096
O -3.223 6.188 0.943 0.034
H -0.696 5.702 0.368 0.098
H -0.734 5.225 2.172 0.100
H -0.251 6.766 1.710 0.085
C -2.354 2.479 9.430 0.018
N -3.261 2.513 8.267 -0.404
O -4.228 1.726 8.237 0.049
O -2.969 3.293 7.339 0.044
H -2.366 1.544 9.991 0.095
H -2.455 3.167 10.270 0.101
H -1.353 2.564 9.009 0.097
C 3.441 6.213 -4.339 0.038
N 4.411 5.533 -3.423 -0.468
O 5.298 4.889 -3.994 0.042
O 4.188 5.625 -2.275 0.099
H 3.403 5.614 -5.249 0.094
H 3.853 7.204 -4.534 0.100
H 2.458 6.287 -3.875 0.094
C 4.698 -6.081 -2.388 0.048
N 3.548 -6.419 -3.275 -0.469
O 2.577 -5.663 -3.418 0.043
O 3.621 -7.475 -3.786 0.081
H 5.606 -5.930 -2.972 0.104
H 4.661 -6.932 -1.709 0.101
H 4.423 -5.167 -1.861 0.092
C -5.444 1.290 -1.212 0.028
N -5.592 -0.158 -1.391 -0.435
O -5.065 -0.705 -2.401 0.034
O -6.190 -0.721 -0.502 0.066
H -6.462 1.632 -1.029 0.102
H -4.979 1.768 -2.074 0.098
H -4.848 1.458 -0.315 0.105
C -0.416 1.167 -3.542 -0.126
O -0.381 1.012 -2.157 -0.175
C 0.067 -0.245 -1.734 -0.212
C -0.084 -0.489 -0.220 -0.183
O 0.601 0.479 0.591 -0.162
C 0.472 0.133 1.931 -0.146
H -1.187 0.490 -3.910 0.082
H 0.448 0.895 -4.148 0.089
H -0.814 2.165 -3.728 0.090
H 1.127 -0.280 -1.988 0.122
H -0.305 -1.081 -2.327 0.125
H 0.294 -1.489 -0.012 0.121
H -1.140 -0.585 0.035 0.119
H 0.834 0.885 2.632 0.084
H 1.130 -0.689 2.213 0.086
H -0.573 -0.058 2.176 0.088
C 9.353 -2.387 -6.955 -0.106
O 8.009 -2.365 -6.492 -0.191
C 7.331 -1.172 -6.896 -0.212
C 5.942 -1.356 -6.344 -0.171
O 5.239 -2.595 -6.715 -0.185
C 5.084 -2.718 -8.123 -0.131
H 9.951 -1.582 -6.527 0.087
H 9.352 -2.418 -8.045 0.085
H 9.778 -3.357 -6.700 0.086
H 7.371 -0.962 -7.965 0.121
H 7.832 -0.360 -6.370 0.124
H 5.189 -0.628 -6.643 0.119
H 5.927 -1.295 -5.256 0.124
H 4.325 -3.481 -8.293 0.086
H 5.967 -3.176 -8.569 0.079
H 4.872 -1.845 -8.741 0.086
C 2.051 -6.217 13.266 -0.135
O 1.518 -5.744 12.070 -0.199
C 0.193 -5.283 12.273 -0.203
C -0.240 -4.520 10.993 -0.183
O 0.340 -3.200 10.865 -0.196
C 1.791 -3.190 10.570 -0.069
H 1.535 -7.141 13.529 0.087
H 2.034 -5.581 14.150 0.087
H 3.099 -6.422 13.047 0.091
H 0.304 -4.508 13.031 0.119
H -0.541 -5.990 12.659 0.124
H -1.317 -4.410 11.116 0.115
H -0.104 -5.114 10.089 0.120
H 2.095 -2.143 10.581 0.078
H 1.976 -3.759 9.659 0.091
H 2.422 -3.457 11.417 0.072
```

Entry 3:
C23H22IrN6O8S2 as an isolated structure, computed with ωB97M-V/def2-TZVPD.

ΔE to the lowest compared entry with this formula, charge and spin = 0.000 eV
Total charge = +2
<S²> = 0.756
Multiplicity = 2
E = -2719.9725 Eh
Lowest unoccupied orbital energy (alpha / beta) = -8.302 / -8.889 eV
Kohn-Sham gap (alpha / beta) = 6.151 / 5.549 eV
HOMO energy (alpha / beta) = -14.45 / -14.44 eV

Geometry as XYZ:
```
62
Properties=species:S:1:pos:R:3:nbo_charge:R:1
Ir 0.077 -0.200 0.150 1.211
C 1.884 -5.987 1.312 -0.620
C 2.872 -4.869 1.612 -0.218
N 2.184 -3.637 2.050 -0.308
C 2.063 -3.440 3.505 -0.229
C 3.243 -2.656 4.069 -0.620
C 1.755 -2.777 1.159 0.392
S 1.144 -1.244 1.802 0.101
N 1.896 -3.059 -0.127 -0.586
C 1.360 -2.502 -1.165 0.666
O 0.426 -1.575 -1.165 -0.611
C 1.750 -2.980 -2.494 -0.106
C 1.381 -2.251 -3.631 -0.166
C 1.757 -2.691 -4.885 -0.211
C 2.480 -3.870 -5.016 -0.135
C 2.846 -4.599 -3.890 -0.193
C 2.475 -4.166 -2.632 -0.161
H 2.431 -6.873 0.994 0.243
H 1.198 -5.691 0.519 0.219
H 1.301 -6.248 2.195 0.224
H 3.459 -4.634 0.729 0.234
H 3.548 -5.160 2.415 0.223
H 2.033 -4.431 3.955 0.238
H 1.119 -2.944 3.725 0.227
H 4.182 -3.174 3.879 0.229
H 3.126 -2.545 5.146 0.245
H 3.304 -1.661 3.628 0.204
H 0.814 -1.338 -3.525 0.213
H 1.486 -2.118 -5.762 0.237
H 2.758 -4.224 -6.000 0.240
H 3.427 -5.504 -3.999 0.238
H 2.735 -4.741 -1.755 0.232
O -4.457 -2.957 -4.971 -0.338
N -4.452 -3.517 -3.899 0.532
O -4.998 -4.559 -3.620 -0.329
C -3.690 -2.861 -2.815 0.009
C -2.973 -1.730 -3.096 -0.109
C -2.295 -1.095 -2.060 -0.073
C -2.293 -1.593 -0.744 0.451
O -1.716 -1.009 0.282 -0.659
C -2.937 -2.826 -0.567 -0.036
C -3.681 -3.430 -1.547 -0.094
N -2.704 -3.533 0.708 0.535
O -1.545 -3.582 1.082 -0.389
O -3.653 -4.039 1.250 -0.298
N -1.484 0.045 -2.379 0.557
O -1.172 0.269 -3.505 -0.221
O -1.081 0.789 -1.427 -0.510
H -2.948 -1.331 -4.101 0.294
H -4.222 -4.349 -1.357 0.297
S 1.655 1.429 -0.344 0.037
C 1.202 2.500 0.981 0.047
N 0.647 3.690 0.645 -0.445
C 0.293 4.626 1.541 0.107
C 0.501 4.404 2.881 -0.222
C 1.102 3.213 3.272 -0.071
C 1.453 2.260 2.322 -0.239
H 0.500 3.869 -0.344 0.458
H -0.138 5.538 1.152 0.261
H 0.218 5.154 3.605 0.274
H 1.314 3.033 4.318 0.262
H 1.941 1.339 2.604 0.260
```

Entry 4:
A 2-piece molecular cluster, C5H12N2O3 overall at a distorted geometry, computed with ωB97M-V/def2-TZVPD.

ΔE to the lowest compared entry with this formula, charge and spin = 1.841 eV
SMILES string = CC(=O)C(C)(O)O.[H]/N=C\N
E = -532.9263 Eh
Lowest unoccupied orbital energy = 0.652 eV
Kohn-Sham gap = 9.048 eV
HOMO energy = -8.40 eV

Geometry as XYZ:
```
22
Properties=species:S:1:pos:R:3:nbo_charge:R:1
C -1.288 -1.500 -0.634 -0.753
C -0.998 -0.096 -0.171 0.587
O -1.391 0.895 -0.732 -0.586
C -0.392 -0.051 1.420 0.454
C -0.178 1.411 1.812 -0.662
O 0.721 -0.811 1.539 -0.785
O -1.458 -0.659 2.092 -0.722
H -1.532 -1.517 -1.695 0.215
H -2.130 -1.883 -0.055 0.267
H -0.435 -2.146 -0.429 0.237
H 0.078 1.461 2.870 0.214
H -1.087 1.984 1.636 0.221
H 0.635 1.840 1.232 0.207
H 1.421 -0.683 0.659 0.488
H -1.635 -0.191 2.921 0.478
H 2.060 -1.310 -1.187 0.352
N 2.027 -0.444 -0.658 -0.759
C 1.494 0.549 -1.290 0.342
N 1.108 0.585 -2.583 -0.788
H 1.441 1.494 -0.765 0.190
H 0.539 1.354 -2.892 0.412
H 1.000 -0.282 -3.088 0.393
```

- Among the records above, which one has the highest E?
  C5H12N2O3